# 1
DFT (ωB97M-V/def2-TZVPD) results for a cluster of 3 separate species, C39H72BrF2N6O8PS in total at a distorted geometry.

As for the spin multiplicity: 3. Its expectation value of S² is 2.010. Its net charge is 0. Its largest force on an atom is 11.38 eV/Å. As for the LUMO energy: -0.0570 hartree. As for the total energy: -5972.19175 a.u. The HOMO energy comes out at -8.5 eV.

Element x y z (Å)
C: 7.195056 -4.681928 -0.303619
C: 7.405480 -3.094627 -0.780534
C: 6.348002 -2.699159 -1.988131
C: 5.654047 -1.192557 -1.768021
C: 4.072147 -1.288848 -2.303896
C: 3.109832 -0.109443 -1.609620
S: 4.313945 1.374215 -1.418301
O: 2.718136 -0.438496 -0.268601
C: 1.452783 -1.133119 -0.076035
C: 0.355970 -0.028606 0.382035
C: -0.894313 -0.508077 1.295128
C: -2.175000 -0.931466 0.315165
C: -2.941643 -2.301617 0.779096
C: -3.751695 -2.847097 -0.579668
O: -5.169072 -3.164412 -0.309188
C: -5.192214 -4.586668 0.140857
C: -5.120588 -5.806773 -0.959524
O: -5.243201 -4.771783 1.480876
P: 0.698759 -1.994109 -1.640055
N: 0.057555 -0.901252 -2.702907
C: 1.836538 -2.285409 1.084842
N: 3.128253 -2.881984 0.484912
C: 4.126388 -3.022967 1.389248
O: 5.126111 -3.074616 2.305078
N: 0.810549 -3.363576 0.888295
C: 1.309619 -4.754818 0.776247
C: 0.081922 -5.876106 0.951432
C: -0.483659 -6.198413 -0.563749
Br: 1.027864 -7.582961 1.545798
N: 1.869529 -1.859957 2.472005
C: 2.454454 -0.574943 2.893756
O: 3.752320 -0.181346 2.838849
F: 1.525260 0.462672 3.481358
C: 1.548887 -2.839549 3.550293
O: 2.542702 -3.507445 4.149002
F: 0.159200 -3.146336 3.975047
H: 6.600677 -5.301797 -1.121264
H: 6.598711 -4.777148 0.699755
H: 8.222006 -5.248565 -0.156809
H: 7.309042 -2.352533 0.130632
H: 8.492560 -3.072988 -1.263539
H: 6.918344 -2.648555 -3.016603
H: 5.560371 -3.562812 -2.035148
H: 5.719229 -1.008654 -0.599096
H: 6.309323 -0.460773 -2.403448
H: 4.083859 -1.096260 -3.479000
H: 3.732718 -2.375084 -2.032950
H: 2.304173 0.316045 -2.337523
H: 5.013746 1.197955 -0.208263
H: 0.943120 0.806777 1.003152
H: -0.101899 0.572564 -0.543721
H: -1.282590 0.465299 1.867727
H: -0.672272 -1.285082 2.137211
H: -1.881463 -1.013361 -0.814526
H: -2.992672 -0.063086 0.373352
H: -2.263773 -3.121536 1.263372
H: -3.785860 -1.990800 1.537520
H: -3.161010 -3.725193 -1.116887
H: -3.765321 -1.956788 -1.374249
H: -5.630839 -6.750115 -0.485908
H: -3.995841 -6.030627 -1.242308
H: -5.687847 -5.416670 -1.933813
H: -0.440925 -2.847839 -1.330610
H: 1.639655 -2.817680 -2.352800
H: 0.542829 -1.015946 -3.637588
H: -0.091733 -3.223990 1.361517
H: 1.820923 -5.044301 -0.261788
H: 2.041626 -4.977953 1.691460
H: -0.738494 -5.541410 1.714414
H: 0.363280 -6.199414 -1.396564
H: -1.234151 -5.330010 -0.854707
H: -1.004284 -7.260919 -0.616588
C: 0.056396 5.936703 -3.705115
C: 1.466964 5.296852 -3.834454
C: 2.395715 6.240199 -4.644431
C: 2.086561 6.255816 -6.139403
C: 2.065594 4.843358 -6.711669
C: 1.138677 3.872647 -5.930939
N: 1.352656 3.929725 -4.447074
O: 2.542562 3.235696 -4.163376
C: -0.345036 4.184873 -6.259103
C: 1.341438 2.435108 -6.516128
C: 1.984781 5.251667 -2.358419
H: 0.021938 6.680141 -2.899157
H: -0.256863 6.474606 -4.601235
H: -0.703664 5.183436 -3.466434
H: 3.442613 5.938169 -4.512067
H: 2.324334 7.264641 -4.256540
H: 1.132952 6.756998 -6.330222
H: 2.849477 6.846798 -6.660823
H: 1.762081 4.890032 -7.764195
H: 3.093789 4.456794 -6.711488
H: -1.021548 3.592725 -5.631554
H: -0.579271 3.939388 -7.302859
H: -0.608459 5.235907 -6.148653
H: 2.384665 2.106094 -6.476898
H: 1.049324 2.396352 -7.573015
H: 0.727559 1.700390 -5.979695
H: 1.356052 4.600537 -1.739517
H: 1.969809 6.251489 -1.906368
H: 3.021333 4.904019 -2.281941
C: -4.110140 1.204146 7.178538
C: -3.348762 1.456311 5.847163
C: -3.024473 2.967751 5.709570
C: -4.243749 3.818763 5.363299
C: -4.964358 3.273853 4.135796
C: -5.313239 1.764535 4.241792
N: -4.151955 0.928304 4.692392
O: -3.280690 0.787652 3.597335
C: -6.508198 1.568209 5.211385
C: -5.890612 1.303759 2.861792
C: -2.001928 0.684259 6.044212
H: -3.423579 1.145469 8.032145
H: -4.810980 2.001056 7.432032
H: -4.656428 0.253901 7.152592
H: -2.266577 3.118027 4.929988
H: -2.581091 3.345003 6.640231
H: -4.929939 3.872499 6.213723
H: -3.922420 4.849053 5.167270
H: -5.875159 3.860655 3.967824
H: -4.327719 3.447761 3.257693
H: -6.697571 0.503936 5.394646
H: -7.430717 1.990210 4.792541
H: -6.380585 2.063308 6.173080
H: -5.204049 1.495505 2.031143
H: -6.815736 1.843218 2.623103
H: -6.129526 0.232666 2.871702
H: -2.176859 -0.392662 6.153524
H: -1.481269 1.027327 6.947226
H: -1.299263 0.837184 5.217153

Forces on atoms 1 to 2 (eV/Å):
-0.036 -0.302 -0.053
0.416 -0.995 -0.862

Here are the Mulliken charges for atoms 1 to 6, given in e: number 1, C, carries -0.888; number 2, C, carries -0.279; number 3, C, carries -0.630; number 4, C, carries -0.550; number 5, C, carries -0.048; number 6, C, carries -0.124

---

# 2
DFT (ωB97M-V/def2-TZVPD) results for a structure of composition C39H75Br9Hg2N4O4 at a distorted geometry.

Its net charge is 0. Its largest force on an atom is 3.28 eV/Å. Its energy above the lowest of the compared OMol25 structures with the same formula, charge and spin is 270.70 kJ/mol. As for the LUMO energy: -0.0339 hartree. As for the total energy: -25523.44587 a.u. The HOMO energy comes out at -7.0 eV.

Element x y z (Å)
Hg: 1.528473 0.629358 0.760335
Hg: -1.180088 -0.093275 -2.059475
C: -5.135905 1.121258 -4.084673
C: -4.139522 1.101514 -2.914226
C: -4.793379 1.809742 -1.748796
C: -5.847251 0.928027 -0.982309
C: -5.124048 -0.403310 -0.648312
C: -4.574210 -1.137158 -1.850480
N: -3.616898 -0.226704 -2.498738
O: -2.772502 -0.918404 -3.493217
C: -5.737009 -1.567453 -2.728302
C: -3.896417 -2.396142 -1.176889
C: -2.864075 1.969835 -3.265545
H: -4.972795 0.284437 -4.763805
H: -4.979629 1.999031 -4.711732
H: -6.196061 1.093955 -3.832853
H: -5.212526 2.738498 -2.135875
H: -4.166906 2.133841 -0.917779
H: -6.783812 0.748603 -1.510293
H: -6.174580 1.381109 -0.046542
H: -5.815890 -1.032316 -0.088140
H: -4.271788 -0.327050 0.026922
H: -6.328910 -2.308348 -2.190891
H: -5.345376 -2.032288 -3.633098
H: -6.516663 -0.866182 -3.025751
H: -3.126802 -2.234890 -0.422037
H: -3.493023 -3.023187 -1.971994
H: -4.632162 -3.026816 -0.677873
H: -2.064733 1.974318 -2.524507
H: -3.136568 2.985350 -3.552882
H: -2.377144 1.700400 -4.202770
C: 0.029787 -2.497900 -1.890709
C: 1.136734 -1.975512 -2.912800
C: 0.717099 -2.550947 -4.333888
C: 1.266595 -1.805957 -5.555842
C: 1.019807 -0.335677 -5.502997
C: 1.554118 0.251968 -4.218478
N: 1.065809 -0.499352 -2.983355
O: 1.197061 0.212840 -1.676868
C: 1.109718 1.749873 -4.073331
C: 3.136487 0.383327 -4.342083
C: 2.512506 -2.554285 -2.593045
H: 0.293881 -3.502070 -1.559073
H: -0.973931 -2.428562 -2.310063
H: 0.055955 -2.026693 -0.908174
H: -0.370759 -2.553735 -4.402108
H: 1.177120 -3.531701 -4.454749
H: 0.814580 -2.285976 -6.423815
H: 2.330231 -2.041570 -5.591475
H: -0.045091 -0.150117 -5.643194
H: 1.532023 0.013436 -6.399579
H: 1.254505 2.336147 -4.980762
H: 1.797158 2.203834 -3.359568
H: 0.033724 1.817134 -3.912681
H: 3.635775 0.702493 -3.427230
H: 3.388841 1.086985 -5.135362
H: 3.615562 -0.553139 -4.627758
H: 3.045567 -1.980712 -1.834782
H: 3.153957 -2.613515 -3.472322
H: 2.438520 -3.620151 -2.377275
C: -2.503614 2.171536 2.256678
C: -1.006637 1.804361 2.286773
C: -0.458928 1.875299 3.738164
C: -0.872569 0.725906 4.660830
C: -0.427730 -0.594095 4.052793
C: -1.045936 -0.831117 2.642587
N: -0.719317 0.390525 1.759907
O: -0.945858 0.193473 0.336247
C: -2.545176 -1.264168 2.797512
C: -0.177769 -2.002636 2.164855
C: -0.270907 2.993328 1.493709
H: -2.974478 2.056813 1.280349
H: -2.727674 3.192476 2.565838
H: -3.062489 1.643579 3.029349
H: -0.849673 2.781194 4.201591
H: 0.615994 2.041320 3.666859
H: -1.955347 0.847349 4.691661
H: -0.457402 0.914538 5.650855
H: -0.718754 -1.321558 4.810550
H: 0.660905 -0.620271 4.004963
H: -3.272441 -0.480532 3.009868
H: -2.711830 -2.038832 3.545989
H: -2.829334 -1.686987 1.833889
H: -0.526604 -2.338961 1.188485
H: -0.289443 -2.822167 2.874780
H: 0.862227 -1.772849 1.933076
H: -0.621178 4.009761 1.673389
H: -0.350096 2.974678 0.406748
H: 0.806230 3.013999 1.659374
C: 5.411623 3.360904 1.353842
C: 4.444021 2.581552 0.464405
C: 5.131891 2.364496 -0.970728
C: 6.086267 1.222952 -0.985120
C: 5.363716 -0.015913 -0.538388
C: 4.732748 0.027558 0.932615
N: 3.947863 1.251385 1.002300
O: 3.241916 1.375362 2.240522
C: 5.888988 0.003737 1.864730
C: 3.811735 -1.253403 0.988164
C: 3.244982 3.437157 0.124246
H: 6.264678 2.758389 1.665884
H: 4.906916 3.665325 2.270735
H: 5.774995 4.307051 0.952747
H: 5.723233 3.242388 -1.230984
H: 4.397627 2.259710 -1.769456
H: 6.915398 1.422981 -0.306425
H: 6.436284 1.148295 -2.014691
H: 6.131104 -0.790004 -0.537563
H: 4.587262 -0.224945 -1.274283
H: 5.476117 0.050042 2.872448
H: 6.664505 0.760526 1.746737
H: 6.460136 -0.918998 1.762487
H: 4.453386 -2.133919 1.021072
H: 3.083707 -1.421365 0.194520
H: 3.202854 -1.414701 1.877737
H: 2.509251 2.849744 -0.425059
H: 3.591675 4.215436 -0.555600
H: 2.823361 3.967054 0.978378
C: 2.823083 3.822865 5.435091
Br: 1.898747 4.538010 3.867891
Br: 1.582805 3.448081 6.955395
Br: 4.263585 4.976094 5.952506
H: 3.293079 2.884624 5.140295
C: -2.100343 -3.672064 8.590282
Br: -2.574487 -2.801103 10.291670
Br: -1.028963 -5.334970 8.996592
Br: -1.301387 -2.334259 7.343198
H: -3.047032 -3.924810 8.112782
C: -4.264697 -5.861331 2.789191
Br: -3.768488 -7.786036 2.495449
Br: -6.035935 -5.625565 1.842397
Br: -2.839070 -4.669550 2.170591
H: -4.408448 -5.870963 3.869624

Forces on atoms 1 to 2 (eV/Å):
0.051 0.168 0.491
-0.074 -0.065 -0.140

Here are the Mulliken charges for atoms 1 to 6, given in e: number 1, Hg, carries 2.410; number 2, Hg, carries 2.580; number 3, C, carries -1.883; number 4, C, carries 2.111; number 5, C, carries -1.212; number 6, C, carries -0.764

---

# 3
DFT (ωB97M-V/def2-TZVPD) results for a cluster of 10 separate species, C39H76BrF9N10O13S in total at a distorted geometry.

Its net charge is 0. Its largest force on an atom is 5.49 eV/Å. Its energy above the lowest of the compared OMol25 structures with the same formula, charge and spin is 466.14 kJ/mol. As for the LUMO energy: 0.0071 hartree. As for the total energy: -6928.07693 a.u. The HOMO energy comes out at -8.7 eV.

Element x y z (Å)
C: 2.235693 5.778535 1.417841
C: 2.506066 4.645483 0.599525
C: 1.268633 3.720844 0.130624
C: 1.536203 2.167774 0.578821
C: 2.133429 1.542541 -0.748441
F: 1.034599 1.426656 -1.656097
F: 3.038858 2.395259 -1.434881
C: 2.810422 0.121941 -0.705287
F: 1.938259 -0.948310 -0.382378
F: 3.196864 -0.169976 -2.046282
C: 4.110778 -0.091249 0.170202
F: 3.863515 -0.204845 1.555486
F: 4.580350 -1.390202 -0.179306
C: 5.347204 0.865515 -0.107043
F: 6.447276 0.285404 0.570987
F: 5.232524 2.152094 0.393353
F: 5.734214 0.964842 -1.432662
O: 2.594429 2.404494 1.579958
S: 2.156698 1.967583 3.157688
O: 1.649443 3.041908 4.057079
O: 3.343845 1.422239 3.916480
O: 1.054692 0.796491 2.623867
C: 0.424848 1.420364 1.439701
N: -0.379329 0.317324 0.891345
C: -0.746181 2.320117 2.177936
Br: -1.332542 1.488586 3.918410
C: -2.104312 2.379819 1.302141
C: -1.894315 2.931380 -0.173933
H: 1.362373 6.477468 1.175497
H: 2.871306 6.059707 2.317666
H: 3.582669 4.427071 0.338859
H: 0.372842 4.176295 0.660211
H: 1.049902 3.820533 -0.980667
H: -0.604398 0.416024 -0.099818
H: -0.031808 -0.610661 1.142066
H: -0.381704 3.367343 2.441041
H: -2.754016 3.157596 1.844208
H: -2.698126 1.410098 1.363749
H: -2.903222 2.864811 -0.715243
H: -1.153411 2.350282 -0.810226
H: -1.589914 4.024862 -0.231472
C: 8.188813 -3.898069 3.004787
O: 8.906140 -4.880479 2.991680
N: 8.565986 -2.642031 2.645689
C: 7.647815 -1.521211 2.689753
C: 9.929533 -2.416549 2.204783
H: 7.134963 -3.957882 3.322250
H: 7.555151 -1.099846 1.689691
H: 8.043795 -0.763772 3.371268
H: 6.662956 -1.835745 3.038228
H: 10.130905 -3.037262 1.329259
H: 10.616324 -2.705425 3.004249
H: 10.081282 -1.367149 1.952387
C: -4.460242 5.998598 -0.151985
O: -3.480593 5.286302 -0.006159
N: -5.675268 5.576408 -0.582397
C: -6.797748 6.482289 -0.733871
C: -5.856528 4.171374 -0.901343
H: -4.428401 7.079299 0.062977
H: -7.611030 6.149626 -0.090376
H: -7.127166 6.469353 -1.775552
H: -6.517228 7.500952 -0.459745
H: -5.640644 3.572958 -0.012681
H: -5.157272 3.889691 -1.690095
H: -6.878108 3.982966 -1.231332
C: -4.962099 2.187210 -3.796641
O: -4.741532 2.093517 -2.604257
N: -4.012244 2.322736 -4.761122
C: -4.352128 2.428977 -6.165388
C: -2.615539 2.361981 -4.370311
H: -5.988180 2.168717 -4.199001
H: -3.884459 1.604475 -6.709282
H: -3.978370 3.380269 -6.552302
H: -5.432384 2.384600 -6.309404
H: -2.363096 1.436753 -3.846833
H: -2.456252 3.202498 -3.690540
H: -1.976843 2.473161 -5.246645
C: 13.122663 -0.645015 1.620474
O: 12.989785 -1.438852 0.709916
N: 13.995006 -0.774127 2.657405
C: 14.093519 0.219250 3.707512
C: 14.852356 -1.942687 2.712319
H: 12.520254 0.276846 1.675073
H: 15.111087 0.617437 3.728095
H: 13.866201 -0.251719 4.667129
H: 13.393200 1.037787 3.536797
H: 15.469994 -1.977444 1.811899
H: 14.232413 -2.841606 2.745485
H: 15.491930 -1.905735 3.594281
C: -9.910496 4.020010 -1.132524
O: -9.356656 5.043430 -0.770909
N: -10.452684 3.814119 -2.361511
C: -11.097099 2.564573 -2.720255
C: -10.384780 4.876754 -3.345189
H: -10.015996 3.151577 -0.462690
H: -10.574818 2.127187 -3.573747
H: -12.137009 2.766657 -2.991248
H: -11.074721 1.860256 -1.887840
H: -9.337560 5.127122 -3.531915
H: -10.890961 5.762137 -2.953172
H: -10.858761 4.565576 -4.276225
C: 6.581924 -5.358412 8.345863
O: 5.790450 -6.244016 8.611113
N: 6.867980 -4.906351 7.094809
C: 7.826588 -3.845428 6.861442
C: 6.193379 -5.504255 5.959313
H: 7.149409 -4.836737 9.133336
H: 7.321261 -3.014573 6.360949
H: 8.628117 -4.225771 6.222824
H: 8.254511 -3.491256 7.799763
H: 5.114819 -5.370749 6.072921
H: 6.413705 -6.574224 5.935007
H: 6.524572 -5.040968 5.031202
C: -10.673115 0.836718 -6.255983
O: -10.391390 0.549477 -5.105457
N: -11.880142 0.627191 -6.843805
C: -12.141647 0.996064 -8.222205
C: -12.942540 0.014782 -6.069382
H: -9.939542 1.306331 -6.931373
H: -12.963699 1.715765 -8.247584
H: -12.421131 0.099763 -8.780008
H: -11.259403 1.444318 -8.682037
H: -13.152948 0.635290 -5.194934
H: -12.614325 -0.970085 -5.728062
H: -13.844979 -0.087859 -6.671686
C: 11.184557 -5.959014 8.581019
O: 10.553789 -4.939189 8.789608
N: 10.641913 -7.171680 8.290206
C: 11.459641 -8.343610 8.053046
C: 9.198736 -7.293448 8.215362
H: 12.286209 -5.974905 8.613593
H: 11.260929 -8.719703 7.046403
H: 11.203928 -9.111850 8.787084
H: 12.519976 -8.103735 8.141828
H: 8.823081 -6.616100 7.445452
H: 8.765583 -7.006197 9.176016
H: 8.912073 -8.317187 7.975104
C: -12.711835 -2.427261 -8.365012
O: -13.451500 -1.726048 -9.033802
N: -12.830282 -3.771997 -8.211397
C: -11.907112 -4.536723 -7.396706
C: -13.914166 -4.463364 -8.883647
H: -11.856538 -2.003267 -7.813143
H: -11.417450 -5.287584 -8.021539
H: -12.463044 -5.032841 -6.597487
H: -11.148221 -3.889498 -6.955183
H: -13.827827 -4.304513 -9.960936
H: -14.867509 -4.051280 -8.545147
H: -13.878616 -5.530886 -8.666656

Forces on atoms 1 to 2 (eV/Å):
0.254 -1.544 -1.488
-1.082 2.155 1.413

Here are the Mulliken charges for atoms 1 to 6, given in e: number 1, C, carries -0.743; number 2, C, carries -0.435; number 3, C, carries -0.635; number 4, C, carries 1.609; number 5, C, carries 0.031; number 6, F, carries -0.255

---

- Look up the LUMO of the third one.
  0.0071 hartree

---

- Which of these has the lowest LUMO?
  C39H72BrF2N6O8PS